Molecular formula: C3H6N2O2
Method: DFT, the ωB97M-V functional and the def2-TZVPD basis

```
! wB97M-V def2-TZVPD RIJCOSX def2/J DEFGRID3
* xyz 0 1
H -0.10781 -2.16234 -0.02488
N 0.62018 -1.43934 0.09768
C 0.06470 -0.28944 -0.14301
C -1.44921 -0.05453 -0.53076
O -2.23393 -1.08594 0.03121
C 0.85497 0.99539 0.06118
N 2.14968 0.79633 0.42776
O 0.34440 2.07135 -0.19459
H -1.84711 0.91120 -0.21715
H -1.49313 -0.12426 -1.61945
H -2.14328 -1.03694 1.00021
H 2.46631 -0.15965 0.56050
H 2.77424 1.57816 0.55130
*
```

Its relative energy (zero: lowest compared OMol25 entry of this formula, charge and spin) is 34.3 kcal per mole. Its gap between HOMO and LUMO is 10.26 eV. The HOMO energy comes out at -9.98 eV. Its SMILES is [H]/N=C(\CO)C(N)=O.

These are the natural (NBO) partial charges, in e, on atoms 1 to 2: atom 1 (H): 0.359, atom 2 (N): -0.605